DFT (wB97M-V/def2-TZVPD) results for C20H31B2Cl8F14N6NiO4S2 as an isolated structure in a non-equilibrium geometry.

Element x y z (Å)
Ni: -21.1706 2.3328 -5.4076
Cl: -24.3861 11.4153 -3.0863
Cl: -26.1201 7.5238 -2.6073
Cl: -17.3597 7.6471 -2.8943
Cl: -24.0666 0.7760 -9.7119
Cl: -26.1510 8.2612 -7.4606
Cl: -21.0438 9.2715 -1.4625
Cl: -29.0502 6.6681 -7.2048
Cl: -22.5430 0.3459 -12.7703
S: -23.1201 3.9341 -6.9774
S: -22.4640 5.4100 -4.8565
F: -19.6873 3.1562 -6.5263
F: -17.7183 1.9839 -6.0661
F: -21.7941 -1.3360 -5.2193
F: -22.0578 4.1934 -2.5582
F: -24.7480 1.9160 -6.6605
F: -21.7769 6.3242 -2.5485
F: -20.3253 0.5014 -5.5203
F: -22.5591 0.7976 -5.7913
F: -25.1588 3.5667 -5.3285
F: -17.8606 4.2362 -5.5694
F: -21.3737 -0.4804 -7.3120
F: -19.1624 2.7710 -4.3652
F: -25.6898 3.7076 -7.3912
F: -20.3053 5.0750 -3.4319
O: -23.3727 5.2025 -7.5453
O: -22.3881 2.9527 -7.7179
O: -21.6992 6.3650 -5.5712
O: -23.7961 5.7989 -4.4695
N: -21.5880 1.7373 -3.3459
N: -28.6284 -0.0946 -6.7495
N: -17.3130 5.9571 -9.2337
N: -26.6106 2.1138 -3.2786
N: -22.3416 3.9052 -5.4811
N: -29.2613 3.0959 -8.3257
C: -21.5871 5.2220 -3.2440
C: -26.0117 2.9216 -2.6919
C: -26.3489 6.5999 -6.8864
C: -22.0550 0.9584 -2.6677
C: -22.6661 -0.0384 -1.8142
C: -27.6319 6.3871 -6.1323
C: -24.8441 8.7302 -2.7798
C: -19.0644 7.6383 -2.3697
C: -22.4018 1.1600 -10.1503
C: -25.3320 4.0372 -2.0296
C: -19.5966 5.8653 -7.9423
C: -26.3451 -0.3047 -5.5212
C: -21.8091 0.1937 -11.1548
C: -28.3870 2.3005 -6.0193
C: -27.6203 -0.1719 -6.2147
C: -18.3130 5.9277 -8.6729
C: -28.8605 2.7813 -7.3059
C: -19.3230 8.7879 -1.4231
C: -24.7919 3.2087 -6.5519
C: -25.5236 10.0343 -3.1360
B: -18.5086 3.0183 -5.6289
B: -21.5184 -0.1977 -5.9743
H: -22.0957 -0.1180 -0.8958
H: -26.3466 5.9087 -7.7212
H: -25.4897 6.3306 -6.2717
H: -26.5220 -0.6757 -4.5159
H: -22.3819 2.1624 -10.5775
H: -24.3522 8.9488 -1.8347
H: -19.2768 6.6636 -1.9543
H: -29.1990 2.3056 -5.2943
H: -28.0874 1.2588 -6.1413
H: -24.1286 8.4721 -3.5516
H: -24.3722 3.7362 -1.6209
H: -20.7429 0.3799 -11.2324
H: -25.9456 10.0535 -4.1355
H: -21.9944 -0.8175 -10.7980
H: -25.9823 0.7168 -5.3950
H: -22.5954 -0.9884 -2.3520
H: -25.1438 4.7902 -2.7966
H: -25.6441 -0.9251 -6.0680
H: -27.7704 5.3467 -5.8525
H: -25.9897 4.4340 -1.2622
H: -23.7250 0.1799 -1.7201
H: -18.7683 9.6590 -1.7520
H: -20.1838 6.6759 -8.3763
H: -19.3869 5.9513 -6.8845
H: -19.0528 8.5575 -0.3981
H: -20.0815 4.9323 -8.2191
H: -27.5699 2.9151 -5.6580
H: -26.2917 10.2867 -2.4144
H: -21.7607 1.1781 -9.2749
H: -27.7407 7.0269 -5.2630
H: -19.6657 7.8049 -3.2598

Force components x, y, z for each atom (eV/Å):
0.9 -0.4 1.3
0.3 -0.1 0.0
0.0 -0.4 0.1
0.1 -0.1 0.1
-0.2 -0.1 0.1
0.1 0.1 0.0
-0.1 -0.1 0.1
0.0 0.2 0.1
0.0 0.0 -0.1
1.2 -1.6 0.7
0.1 0.3 1.2
0.2 -0.2 -0.2
-0.5 0.3 0.3
0.2 0.9 -0.1
-0.3 -0.3 0.5
-0.1 -0.8 0.0
-0.4 0.6 0.4
-0.3 -0.3 0.0
0.2 0.0 0.0
0.1 -0.1 0.3
-0.2 -0.3 -0.1
-0.1 0.1 0.3
0.0 -0.3 -0.5
-0.1 -0.2 -0.4
1.0 -0.4 -0.2
-0.3 0.8 0.1
-0.3 -0.2 -0.2
0.6 0.5 -0.4
-0.1 -0.5 -0.2
0.3 0.7 -1.3
-0.6 -2.5 -0.9
0.1 0.1 -0.1
1.1 1.1 1.2
-1.8 1.9 -1.1
-0.3 0.4 -1.0
-0.3 -0.2 -0.6
-1.0 -1.1 -0.9
0.0 -0.8 0.2
-0.4 -0.6 0.7
0.2 -0.5 -0.7
-0.6 0.1 -0.2
0.1 1.5 0.0
-0.1 0.3 -0.4
0.8 0.5 -0.7
-0.2 -0.2 -0.5
0.8 0.2 -1.4
-0.4 0.8 0.3
-0.4 -0.2 0.7
0.1 1.9 0.4
0.9 -3.6 -0.3
-0.2 -0.3 0.4
0.2 -0.4 1.0
0.2 0.2 0.0
0.2 1.2 -0.3
-0.3 0.5 -0.3
0.5 0.5 0.1
0.1 -1.1 -0.6
-0.3 0.1 0.3
0.1 0.3 -0.4
0.0 0.3 0.1
0.0 -0.2 0.0
-0.2 0.0 0.1
0.1 -0.7 0.1
0.0 0.0 0.1
0.0 0.1 0.1
-0.3 3.3 0.5
0.0 -0.5 0.0
0.0 -0.1 0.1
0.1 0.0 -0.1
-0.1 -0.3 0.0
0.2 -0.1 -0.2
0.3 -0.3 0.0
0.1 0.0 0.1
0.0 0.1 0.1
0.0 0.0 -0.1
0.4 -0.1 0.2
0.1 0.1 0.1
0.0 0.1 0.5
0.1 0.1 0.0
-0.2 0.1 0.6
-0.3 0.0 0.1
0.0 0.0 0.1
0.0 -0.1 0.4
0.0 0.2 0.1
-0.1 -0.1 0.0
-0.2 -0.2 0.3
0.0 0.1 0.0
0.1 -0.2 -0.1

Properties
gap between HOMO and LUMO (alpha / beta): 9.9 / 9.3 eV
net charge: -1
multiplicity: 3
strongest force on any atom: 3.7 eV Å⁻¹
DFT total energy: -240677.8330 eV
HOMO level (alpha / beta): -8.382 / -8.382 eV

These are the Löwdin partial charges, in e, on atoms 1 to 4: 0.788 0.536 0.624 0.575